Density functional theory data (ωB97M-V with the def2-TZVPD basis set) for 13 unconnected molecules or ions with the total composition C28H82O13.

Its spin multiplicity is 2. The net charge is +1. The value obtained for the LUMO energy (spin up / spin down) is -2.085 / -8.519 eV. As for the frontier orbital gap (spin up / spin down): 9.6 / 3.1 eV. Its total energy is -56970.3819 eV.

Element x y z (Å)
C: -4.372 -1.727 1.023
C: -4.987 -2.053 -0.324
C: -4.440 -3.301 -1.059
O: -6.350 -2.388 -0.080
H: -4.927 -0.881 1.430
H: -3.303 -1.571 0.880
H: -4.537 -2.526 1.746
H: -4.867 -1.152 -0.926
H: -4.376 -4.202 -0.449
H: -3.450 -3.031 -1.427
H: -5.066 -3.496 -1.929
H: -6.295 -3.306 0.196
C: 5.031 1.395 3.012
C: 4.105 1.672 4.150
C: 2.675 1.088 3.989
O: 4.549 1.098 5.341
H: 4.913 0.329 2.816
H: 6.044 1.551 3.382
H: 4.877 2.062 2.164
H: 4.053 2.747 4.320
H: 2.063 1.388 4.840
H: 2.534 0.019 3.831
H: 2.151 1.651 3.217
H: 5.140 1.760 5.708
C: 0.999 -3.468 -3.114
C: 1.997 -2.342 -2.898
C: 3.328 -2.549 -3.666
O: 1.446 -1.103 -3.408
H: 0.003 -3.303 -2.704
H: 1.434 -4.414 -2.791
H: 0.746 -3.549 -4.171
H: 2.242 -2.312 -1.837
H: 4.126 -1.995 -3.171
H: 3.348 -2.304 -4.728
H: 3.603 -3.594 -3.524
H: 1.125 -1.277 -4.296
C: -2.667 5.422 -3.223
C: -2.344 4.092 -2.604
C: -0.892 3.704 -2.677
O: -2.642 4.168 -1.246
H: -3.650 5.773 -2.909
H: -2.678 5.357 -4.311
H: -1.958 6.171 -2.870
H: -2.894 3.252 -3.029
H: -0.674 2.757 -2.184
H: -0.250 4.427 -2.174
H: -0.564 3.678 -3.716
H: -2.737 3.274 -0.908
C: 2.038 2.011 -4.777
C: 3.060 2.008 -3.642
C: 3.304 3.397 -2.932
O: 2.644 1.176 -2.596
H: 2.532 2.550 -5.585
H: 1.102 2.445 -4.428
H: 1.825 0.992 -5.100
H: 3.995 1.620 -4.046
H: 4.149 3.821 -3.475
H: 3.516 3.218 -1.878
H: 2.484 4.112 -2.871
H: 2.297 0.376 -2.999
C: 3.527 -2.063 1.301
C: 3.885 -3.043 2.391
O: 5.265 -3.297 2.330
H: 3.993 -1.087 1.166
H: 2.470 -1.838 1.438
H: 3.564 -2.425 0.274
H: 3.318 -3.973 2.345
H: 3.709 -2.598 3.370
H: 5.460 -3.963 2.994
C: 0.537 -1.510 5.347
C: -0.616 -2.517 5.418
O: -1.729 -1.837 4.891
H: 1.388 -2.043 5.769
H: 0.462 -0.543 5.845
H: 0.757 -1.326 4.295
H: -0.817 -2.785 6.455
H: -0.375 -3.422 4.861
H: -2.512 -2.208 5.305
C: -1.847 0.301 -3.860
C: -2.443 0.864 -5.220
O: -2.006 0.138 -6.357
H: -2.296 0.786 -2.994
H: -0.766 0.421 -3.788
H: -2.138 -0.721 -3.618
H: -2.291 1.941 -5.287
H: -3.520 0.715 -5.141
H: -2.721 0.179 -6.997
C: -0.844 -3.557 0.459
C: -0.588 -5.029 0.437
O: 0.784 -5.250 0.700
H: -1.864 -3.265 0.210
H: -0.336 -3.007 -0.333
H: -0.571 -3.100 1.410
H: -0.893 -5.459 -0.516
H: -1.192 -5.563 1.170
H: 0.788 -5.644 1.576
C: 0.109 0.014 -0.174
C: -0.080 0.044 1.347
O: -0.701 1.222 1.784
H: 0.565 0.946 -0.507
H: -0.805 -0.254 -0.705
H: 0.895 -0.718 -0.361
H: 0.896 0.055 1.833
H: -0.595 -0.851 1.696
H: -0.874 1.173 2.727
C: -4.082 2.260 0.751
O: -2.984 1.720 0.106
H: -4.482 1.497 1.419
H: -3.776 3.136 1.322
H: -4.888 2.533 0.069
H: -2.386 1.419 0.794
C: 1.373 3.696 0.283
O: 0.286 3.736 1.183
H: 2.337 3.460 0.734
H: 1.175 3.156 -0.643
H: 1.424 4.765 0.076
H: -0.039 2.857 1.392
C: -2.844 1.445 4.634
O: -1.499 0.894 4.634
H: -3.497 0.835 4.009
H: -3.255 1.549 5.638
H: -2.808 2.485 4.311
H: -1.561 -0.064 4.637

Density functional theory data (ωB97M-V with the def2-TZVPD basis set) for 10 unconnected molecules or ions with the total composition C28H83N7O10.

The value obtained for the LUMO energy is 0.548 eV. As for the frontier orbital gap: 9.6 eV. Its total energy is -61283.2728 eV.

Element x y z (Å)
C: 16.211 16.997 12.078
C: 15.465 15.859 12.784
C: 16.077 14.526 12.349
O: 17.538 14.563 12.471
C: 18.316 14.572 11.319
N: 15.578 16.068 14.247
H: 15.954 18.033 12.372
H: 16.154 16.950 10.985
H: 17.267 16.918 12.318
H: 14.365 15.968 12.524
H: 15.856 14.358 11.274
H: 15.682 13.704 12.875
H: 19.356 14.738 11.631
H: 18.086 15.395 10.607
H: 18.223 13.659 10.748
H: 16.567 15.834 14.423
H: 15.217 15.236 14.760
C: 12.103 12.385 15.596
C: 10.840 13.201 15.562
C: 10.718 14.092 14.346
O: 9.478 14.749 14.241
C: 9.233 15.087 12.880
N: 9.728 12.226 15.795
H: 13.030 12.909 15.876
H: 12.311 11.920 14.614
H: 11.925 11.549 16.313
H: 10.683 13.892 16.456
H: 10.874 13.422 13.516
H: 11.518 14.921 14.285
H: 9.315 14.177 12.249
H: 9.924 15.823 12.491
H: 8.236 15.459 12.860
H: 9.770 11.547 15.001
H: 8.866 12.714 15.591
C: 24.350 10.116 13.936
C: 22.840 10.368 13.916
C: 22.294 10.182 15.322
O: 20.856 10.259 15.274
C: 20.291 10.151 16.606
N: 22.581 11.680 13.387
H: 24.796 10.820 14.675
H: 24.827 10.291 12.987
H: 24.598 9.102 14.252
H: 22.435 9.460 13.348
H: 22.589 11.012 15.967
H: 22.642 9.244 15.680
H: 19.210 10.270 16.548
H: 20.834 10.805 17.297
H: 20.483 9.118 16.949
H: 21.592 11.991 13.427
H: 22.897 11.568 12.401
C: 17.829 7.580 17.300
C: 16.848 7.428 16.183
C: 16.886 8.523 15.132
O: 16.580 9.832 15.524
C: 15.228 10.201 15.788
N: 16.972 6.230 15.463
H: 17.533 8.575 17.791
H: 18.835 7.730 16.949
H: 17.845 6.734 18.009
H: 15.817 7.424 16.570
H: 16.281 8.178 14.293
H: 17.955 8.527 14.815
H: 15.049 10.283 16.840
H: 14.522 9.455 15.442
H: 15.048 11.171 15.385
H: 16.212 6.008 14.774
H: 17.058 5.436 16.066
C: 19.632 9.297 11.346
C: 18.678 10.456 11.441
C: 17.211 10.111 11.648
O: 16.444 11.327 11.605
C: 15.117 11.124 12.085
N: 19.216 11.368 12.438
H: 19.419 8.817 10.383
H: 19.459 8.579 12.146
H: 20.662 9.684 11.437
H: 18.717 11.156 10.574
H: 17.066 9.590 12.558
H: 16.828 9.447 10.773
H: 14.623 10.343 11.501
H: 14.544 11.997 11.984
H: 15.168 10.909 13.174
H: 19.649 10.906 13.241
H: 18.534 12.041 12.771
C: 25.683 13.320 11.412
C: 24.460 13.680 10.567
C: 23.868 12.598 9.675
O: 23.669 11.464 10.372
C: 23.082 10.442 9.491
N: 23.381 14.262 11.519
H: 25.478 12.720 12.303
H: 26.098 14.248 11.736
H: 26.413 12.834 10.783
H: 24.815 14.518 9.999
H: 24.570 12.412 8.814
H: 22.898 12.834 9.187
H: 23.015 9.573 10.045
H: 23.581 10.271 8.554
H: 22.057 10.722 9.151
H: 23.334 13.846 12.472
H: 23.653 15.241 11.648
C: 15.411 14.328 8.494
C: 16.127 13.119 7.928
C: 17.677 13.176 7.830
O: 18.214 11.891 7.662
C: 19.553 11.789 7.721
N: 15.657 11.982 8.765
H: 15.611 14.339 9.536
H: 14.354 14.181 8.288
H: 15.769 15.276 8.125
H: 15.691 13.029 6.928
H: 18.184 13.722 8.615
H: 17.895 13.828 6.951
H: 19.730 10.706 7.582
H: 19.939 12.191 8.654
H: 20.092 12.334 6.915
H: 15.985 12.167 9.679
H: 16.218 11.161 8.485
O: 12.903 11.882 9.390
H: 12.324 11.837 8.633
H: 13.852 11.836 9.011
O: 11.683 11.415 12.026
H: 11.288 10.569 11.838
H: 11.966 11.679 11.144
O: 20.738 13.012 10.718
H: 21.551 13.332 11.058
H: 20.215 12.454 11.361

Density functional theory data (ωB97M-V with the def2-TZVPD basis set) for 14 unconnected molecules or ions with the total composition C28H84O28.

The value obtained for the LUMO energy is 0.432 eV. As for the frontier orbital gap: 10.2 eV. Its total energy is -87722.3388 eV.

Element x y z (Å)
C: 0.724 22.180 7.986
C: 1.152 22.116 6.520
O: 0.165 22.698 5.706
O: 1.389 21.180 8.746
H: -0.356 22.124 7.939
H: 1.002 23.171 8.383
H: 1.322 21.103 6.161
H: 2.011 22.753 6.353
H: -0.609 22.112 5.763
H: 1.378 21.319 9.732
C: -3.514 16.687 6.748
C: -4.235 15.354 6.556
O: -4.393 14.679 7.746
O: -4.202 17.375 7.847
H: -3.552 17.318 5.893
H: -2.517 16.611 7.140
H: -3.758 14.808 5.694
H: -5.293 15.633 6.275
H: -3.691 14.093 7.941
H: -4.376 16.732 8.542
C: -5.264 16.746 11.317
C: -6.017 16.450 12.634
O: -6.779 17.609 13.086
O: -4.154 17.630 11.454
H: -6.071 17.210 10.705
H: -4.902 15.836 10.807
H: -5.298 16.187 13.465
H: -6.763 15.649 12.507
H: -6.144 18.145 13.618
H: -4.544 18.525 11.675
C: -1.636 17.280 15.259
C: -2.563 17.848 14.245
O: -1.870 17.867 13.021
O: -1.343 15.966 15.009
H: -1.946 17.475 16.310
H: -0.673 17.836 15.226
H: -2.843 18.865 14.585
H: -3.484 17.242 14.138
H: -2.512 17.593 12.325
H: -0.616 15.799 14.442
C: 0.909 18.194 4.386
C: 0.904 16.775 4.932
O: 0.069 16.545 6.037
O: -0.468 18.461 4.076
H: 1.599 18.248 3.571
H: 1.183 18.830 5.225
H: 1.939 16.687 5.190
H: 0.739 16.088 4.091
H: -0.885 16.626 5.823
H: -0.560 19.360 3.743
C: -6.057 20.764 11.521
C: -5.951 20.383 10.086
O: -5.053 21.233 9.295
O: -5.098 20.032 12.327
H: -7.027 20.519 11.964
H: -5.885 21.806 11.621
H: -6.952 20.361 9.610
H: -5.530 19.374 10.065
H: -4.184 20.765 9.146
H: -4.559 20.758 12.773
C: -1.451 21.636 14.333
C: -2.670 22.451 14.329
O: -3.583 22.214 13.255
O: -0.753 22.041 13.179
H: -1.615 20.639 14.547
H: -0.884 22.010 15.151
H: -2.404 23.541 14.368
H: -3.150 22.270 15.292
H: -3.403 22.746 12.477
H: -0.480 21.281 12.705
C: -1.868 15.051 10.119
C: -2.296 14.342 11.349
O: -3.605 13.815 11.083
O: -0.629 15.649 10.372
H: -2.655 15.822 9.869
H: -1.791 14.283 9.344
H: -2.227 15.093 12.188
H: -1.623 13.562 11.608
H: -3.987 13.409 11.875
H: -0.491 16.358 9.677
C: 3.242 22.832 12.653
C: 3.358 21.371 12.184
O: 2.096 21.105 11.551
O: 2.222 22.995 13.491
H: 2.965 23.281 11.728
H: 4.140 23.274 13.096
H: 3.484 20.634 13.029
H: 4.185 21.250 11.464
H: 1.641 20.321 11.892
H: 1.447 22.392 13.312
C: -2.087 23.502 9.904
C: -2.165 24.473 8.797
O: -1.626 25.767 9.143
O: -2.571 24.089 11.092
H: -1.146 22.977 10.048
H: -2.817 22.718 9.635
H: -3.237 24.624 8.618
H: -1.721 24.094 7.872
H: -1.104 26.114 8.447
H: -2.168 24.934 11.194
C: 3.368 17.885 8.536
C: 3.773 16.582 7.806
O: 4.522 16.868 6.667
O: 2.566 18.697 7.546
H: 4.198 18.521 8.766
H: 2.739 17.648 9.443
H: 2.847 16.085 7.574
H: 4.309 15.927 8.568
H: 4.089 17.608 6.218
H: 2.422 19.543 7.978
C: 1.686 17.772 13.126
C: 1.702 16.327 12.690
O: 0.417 15.772 12.818
O: 0.654 18.543 12.592
H: 2.610 18.224 12.809
H: 1.763 17.803 14.222
H: 2.435 15.755 13.268
H: 1.980 16.309 11.598
H: -0.108 15.792 11.999
H: -0.206 18.120 12.822
C: -3.840 20.315 4.721
C: -3.174 21.552 5.365
O: -2.078 21.225 6.223
O: -4.784 19.626 5.531
H: -3.180 19.558 4.349
H: -4.233 20.700 3.758
H: -4.010 22.045 5.943
H: -2.829 22.326 4.672
H: -2.213 20.577 6.968
H: -5.299 20.354 5.916
C: -1.864 19.127 9.326
C: -0.518 18.789 8.737
O: -0.398 17.421 8.412
O: -2.818 19.509 8.324
H: -1.770 19.971 10.017
H: -2.266 18.324 9.961
H: 0.263 19.110 9.450
H: -0.381 19.474 7.875
H: -0.059 17.260 7.515
H: -3.252 18.655 8.101

Question: What is the formula in the second record?
Answer: C28H83N7O10